Here is an isolated ion of composition C22H29ClN3O3S and charge +1 in a non-equilibrium geometry from OMol25. Energies are from wB97M-V/def2-TZVPD.

For the relative energy (zero: lowest compared OMol25 entry of this formula, charge and spin), the calculation gives 8.4 kcal per mole. Its lowest unoccupied orbital energy is -3.34 eV. The value obtained for the largest force on an atom is 1.05 eV/A. The spin multiplicity is 1. The net charge is +1. The HOMO-LUMO gap is 8.15 eV. The structure (SMILES) is C[C@@H](NCC(=O)Nc1cc(S(=O)(=O)[NH+]2CCCCCC2)ccc1Cl)c1ccccc1. The calculated total energy is -57249.3604 eV. The HOMO energy is -11.5 eV.

```
59
Properties=species:S:1:pos:R:3:forces:R:3
C -3.554451 -1.381455 4.212065 0.17 -0.24 -0.17
H -4.305457 -2.160585 4.303493 -0.09 -0.06 0.04
H -2.943852 -1.369164 5.110321 0.02 0.07 0.11
H -4.056570 -0.420994 4.124596 -0.06 0.14 0.00
C -2.679541 -1.653977 2.989155 -0.15 0.11 0.24
N -3.539483 -1.804156 1.824207 -0.19 0.09 0.00
H -4.132849 -0.992523 1.698716 -0.13 -0.11 0.06
C -2.886617 -2.225303 0.612091 -0.03 -0.23 -0.03
C -1.991112 -1.216577 -0.097728 -0.08 -0.05 0.13
O -0.834462 -1.421476 -0.399220 0.18 -0.24 -0.08
N -2.636186 -0.043744 -0.428789 -0.55 0.07 -0.06
C -2.019704 1.015111 -1.063132 0.33 0.36 -0.10
C -0.996235 0.778444 -1.975620 -0.15 -0.04 -0.01
C -0.281279 1.836826 -2.497505 0.37 -0.27 -0.33
C -0.582074 3.152082 -2.202927 0.10 0.17 -0.02
C -1.673641 3.400528 -1.382682 0.06 -0.08 -0.07
C -2.383924 2.351924 -0.815235 0.30 -0.26 -0.25
Cl -3.741996 2.685980 0.183697 -0.08 0.04 0.05
H -1.966705 4.416777 -1.170962 -0.04 0.06 0.04
H 0.003871 3.953682 -2.620914 0.04 0.16 -0.02
S 1.042838 1.384829 -3.591224 -0.20 -0.27 0.42
O 0.624047 0.500139 -4.616038 -0.28 -0.21 0.03
O 1.956447 2.436901 -3.845823 0.02 0.33 0.28
N 2.011787 0.231253 -2.448759 -0.79 0.36 -0.48
H 1.358590 -0.475520 -2.094305 -0.12 0.10 -0.09
C 3.015064 -0.439200 -3.296125 0.70 -0.48 -0.61
H 3.526736 0.338144 -3.869095 -0.07 -0.04 0.04
H 2.463899 -1.065826 -4.000111 0.01 0.09 0.12
C 4.023348 -1.274335 -2.501202 -0.22 0.01 0.13
H 4.412976 -2.031212 -3.181744 0.00 0.09 -0.08
H 4.869423 -0.656815 -2.197963 0.04 0.02 -0.05
C 3.444580 -1.953138 -1.255642 0.34 0.08 0.11
H 4.060276 -2.825785 -1.035659 -0.10 -0.06 -0.05
C 3.473443 -1.050789 -0.020405 -0.29 -0.05 -0.02
C 2.460534 0.093280 -0.034689 0.30 -0.13 -0.15
C 2.535633 0.963007 -1.285271 0.21 0.51 0.90
H 3.556513 1.283320 -1.495451 -0.08 0.01 -0.14
H 1.921767 1.858493 -1.153816 0.09 -0.08 0.02
H 2.640131 0.727043 0.832805 -0.10 0.09 -0.04
H 1.446716 -0.306341 0.061556 -0.09 0.07 0.05
H 3.271289 -1.659945 0.860807 0.05 0.01 0.07
H 4.480142 -0.643678 0.090709 0.07 -0.01 0.04
H 2.432674 -2.319938 -1.439471 -0.11 -0.15 -0.01
H -0.784476 -0.230417 -2.283437 -0.05 -0.10 0.05
H -3.533450 0.149525 -0.000013 0.20 -0.11 -0.09
H -2.275446 -3.102190 0.841214 -0.01 0.11 -0.15
H -3.659027 -2.525037 -0.106826 0.14 -0.03 -0.01
C -1.622503 -0.579844 2.834730 0.18 -0.10 0.05
C -1.978096 0.729836 2.534538 -0.01 -0.09 0.12
C -1.013424 1.709497 2.387289 -0.07 0.09 -0.04
C 0.323620 1.395948 2.558235 0.13 0.01 0.00
C 0.687875 0.098386 2.875962 0.08 0.05 0.03
C -0.278059 -0.883349 3.002131 -0.10 0.02 0.02
H 0.012454 -1.894216 3.247796 0.03 -0.14 0.02
H 1.726128 -0.150405 3.038099 0.12 -0.02 0.01
H 1.074285 2.167025 2.464364 0.08 0.08 0.01
H -1.305750 2.724056 2.159450 -0.04 0.11 0.00
H -3.021293 0.995850 2.433989 -0.10 0.02 -0.01
H -2.179424 -2.619950 3.125770 0.01 0.10 -0.01
```
Forces are in eV/Å.